C2H3N2O2 | the ωB97M-V functional and the def2-TZVPD basis

Last column: Mulliken charge in e.
Atoms and positions in Å:
C 0.14603 -0.12350 0.49563  -0.689
C 0.12824 -0.22085 -0.77221  -0.146
N 1.45236 -0.85027 -1.46107  -0.662
N 1.16176 -1.36895 -2.63522  1.060
O 2.00872 -2.21654 -3.06354  -0.733
O 0.10587 -1.18567 -3.22935  -0.708
H -0.63160 0.30684 0.99686  0.315
H 1.11292 -0.32265 0.88038  0.321
H -0.68232 0.05045 -1.59008  0.243

Output
**M**: 87.06 g mol⁻¹
**Largest force on an atom**: 8.20 eV/A
**Structure (SMILES)**: C=CN=[N+]([O-])[O-]
**E**: -9194.1569 eV
**Charge**: -1
**Spin multiplicity**: 1
**Gap between HOMO and LUMO**: 7.95 eV
**Energy relative to the best compared isomer or geometry (same formula, charge and spin)**: 3.547 eV